No. 1
C15H13F6MnN2O7S3 as an isolated structure. Source: the OMol25 dataset; level of theory: ωB97M-V with the def2-TZVPD basis set.

Its orbital gap (spin up / spin down) is 0.2761 / 0.3023 hartree. The spin multiplicity is 5.

The geometry in XYZ format:
```
47
Properties=species:S:1:pos:R:3:forces:R:3
Mn 0.172 -0.301 0.200 0.6 -0.3 -0.1
S -1.491 2.554 0.433 0.0 0.1 -0.1
S -0.207 4.328 2.226 -0.2 0.0 0.1
S -1.432 -3.731 2.468 0.0 -0.1 0.0
F 1.790 5.802 1.437 0.0 0.0 0.0
F 0.875 4.653 -0.156 -0.1 0.0 0.0
F 2.165 3.677 1.276 0.0 -0.1 0.0
F -3.672 2.428 1.867 0.0 0.0 0.0
F -3.703 1.233 0.061 0.0 0.0 0.0
F -2.564 0.569 1.774 0.0 0.0 0.0
O 2.061 0.059 -0.218 -0.4 0.3 0.1
O 3.401 0.749 -1.876 -0.1 0.1 0.0
O -1.105 5.405 1.973 0.0 0.0 0.0
O 0.365 4.128 3.523 0.0 0.0 -0.1
O -1.978 3.581 -0.422 0.0 0.0 0.0
O -0.757 1.472 -0.264 -0.1 0.0 0.1
O 0.181 -0.827 -1.791 0.1 0.0 0.4
N 0.395 -0.206 2.220 0.0 0.0 -0.2
N -0.753 2.904 1.742 0.3 0.0 -0.1
C 1.324 -0.187 -2.501 -0.1 0.0 0.0
C 1.933 -1.225 -3.423 0.0 0.0 0.0
C 0.995 0.806 2.843 0.1 0.1 0.0
C 2.369 0.275 -1.463 0.3 -0.2 -0.1
C -1.299 -3.112 -0.017 0.0 0.0 0.0
C -0.106 -1.249 2.919 -0.1 0.0 0.0
C -2.953 1.646 1.082 -0.1 0.0 -0.1
C 1.092 0.847 4.222 0.0 0.0 0.0
C -0.677 -2.043 0.685 -0.2 0.1 -0.1
C 0.750 1.004 -3.236 0.0 0.1 0.0
C 1.244 4.635 1.123 0.0 -0.1 -0.1
C -0.036 -1.271 4.298 0.0 0.0 0.0
C -1.735 -4.095 0.823 0.0 0.0 0.0
C 0.563 -0.203 4.952 0.0 0.0 0.0
C -0.685 -2.253 2.039 0.0 0.1 0.1
H -0.452 -2.106 4.845 0.0 0.0 0.0
H 0.238 1.676 -2.547 0.0 0.0 0.0
H -1.446 -3.160 -1.088 0.0 0.0 0.0
H 0.316 -1.785 -1.812 0.0 0.0 -0.1
H 1.207 -1.551 -4.170 0.0 0.0 0.0
H -2.236 -5.013 0.562 0.0 0.0 0.0
H 0.613 -0.193 6.032 0.0 0.0 0.0
H 2.788 -0.781 -3.928 0.0 0.0 0.0
H 2.295 -2.089 -2.859 0.0 0.0 0.0
H 1.554 1.702 4.692 0.0 0.0 0.0
H 0.046 0.677 -4.000 0.0 0.0 0.0
H 1.571 1.547 -3.702 0.0 0.0 0.0
H 1.395 1.592 2.220 0.0 0.0 0.0
```
Forces are in eV/Å.



No. 2
C15H13GaI2InNO8S as an isolated structure at a distorted geometry. Source: the OMol25 dataset; level of theory: ωB97M-V with the def2-TZVPD basis set.

As for the net charge: +4. Its orbital gap (spin up / spin down) is 0.1204 / 0.1559 hartree.

The geometry in XYZ format:
```
42
Properties=species:S:1:pos:R:3:forces:R:3
I 1.626 3.536 -0.262 0.3 0.1 -0.1
I 1.473 -3.694 -0.284 -0.3 0.6 0.1
In 0.241 -1.335 -0.047 1.6 -3.8 1.0
Ga 0.145 1.413 0.027 2.6 0.0 -0.8
S 1.279 0.078 -1.646 0.6 1.5 1.2
O -2.276 2.573 -1.629 3.0 -2.2 2.2
O 0.934 -0.036 1.758 -0.4 0.7 -0.3
O 0.124 -0.578 9.172 -1.1 -0.8 1.8
O 1.994 0.578 8.957 -3.1 -1.9 0.2
O -1.127 -0.092 2.668 2.5 0.8 -0.8
O -1.339 2.468 2.544 2.0 -1.3 -3.8
O -2.330 -2.360 -1.994 2.3 1.1 2.0
O -1.747 -2.553 2.380 0.7 0.4 -1.4
N 1.007 -0.012 8.518 5.0 3.2 -2.3
C -0.842 1.975 1.632 -3.3 2.5 5.5
C 1.093 -1.396 -3.943 0.4 -0.3 0.7
C 0.690 -0.016 -3.428 -0.7 0.3 -1.4
C 0.137 -0.088 2.806 -1.9 -0.6 0.5
C 1.668 0.491 4.794 -0.3 -0.5 0.3
C 1.542 1.090 -4.044 0.4 0.0 0.2
C -1.463 2.023 -1.042 -4.5 2.9 -3.3
C 0.576 -0.190 4.233 -0.3 0.5 1.2
C -0.798 0.262 -3.633 -0.1 0.2 -0.2
C -0.389 -0.740 5.111 0.0 -0.1 0.1
C 0.856 -0.051 7.054 -0.6 -0.4 -2.4
C -1.521 -1.926 -1.321 -3.6 -1.6 -2.8
C -1.188 -1.992 1.577 -1.7 -1.6 1.7
C 1.815 0.548 6.190 -0.2 -0.2 0.9
C -0.262 -0.691 6.490 0.5 0.0 0.7
H -1.152 -0.362 -4.471 0.0 0.3 0.3
H 2.607 0.859 -3.942 -0.1 0.1 -0.2
H 0.549 -2.204 -3.438 0.0 0.1 -0.2
H -1.413 0.020 -2.761 0.0 0.0 -0.2
H 1.347 2.053 -3.558 -0.1 0.0 -0.3
H 2.383 0.981 4.145 0.2 0.0 0.2
H 0.867 -1.443 -5.018 0.1 0.1 0.3
H -1.020 -1.146 7.132 0.1 0.1 -0.3
H -0.956 1.313 -3.911 -0.1 -0.3 0.1
H -1.294 -1.213 4.750 0.2 0.1 -0.2
H 2.657 1.062 6.631 0.1 0.1 -0.1
H 2.166 -1.566 -3.801 -0.2 -0.1 -0.1
H 1.296 1.172 -5.107 0.0 0.0 0.0
```
Forces are in eV/Å.



No. 3
C15H13N3O6Tm as an isolated structure at a distorted geometry. Source: the OMol25 dataset; level of theory: ωB97M-V with the def2-TZVPD basis set.

As for the net charge: +1. Its orbital gap (spin up / spin down) is 0.3333 / 0.3335 hartree. The spin multiplicity is 3.

The geometry in XYZ format:
```
38
Properties=species:S:1:pos:R:3:forces:R:3
Tm 2.886 12.665 5.243 -1.2 0.2 -1.2
O 1.084 11.880 4.207 1.4 0.6 -0.7
O 4.129 11.117 5.848 0.3 0.3 -0.3
O 5.323 10.355 7.534 0.5 0.3 0.5
O 3.343 16.826 5.736 0.3 0.3 0.4
O 2.657 14.779 5.289 -1.2 -1.4 -0.7
O 6.965 15.114 9.309 -0.5 -0.4 -0.5
N 4.581 13.578 6.345 1.7 2.1 2.2
N 1.726 12.127 7.222 -0.3 0.4 1.2
N -0.292 10.727 5.444 -1.9 -1.0 1.6
C 1.251 10.868 7.415 0.5 1.7 0.8
C 4.578 14.950 6.587 -0.2 -1.7 -0.5
C -1.221 12.319 3.833 0.5 -1.2 0.2
C 5.406 15.522 7.514 0.3 0.9 1.1
C 1.245 10.338 8.697 -0.4 -1.7 -0.6
C 4.962 11.263 6.838 0.7 0.2 0.9
C 6.145 13.281 8.123 1.2 -1.3 2.2
C 1.745 11.009 9.776 0.1 1.5 0.1
C 3.446 15.630 5.817 0.9 1.4 0.1
C -0.083 11.603 4.506 -0.5 0.8 -0.8
C 2.090 12.340 9.585 -0.1 -0.1 -1.0
C 0.815 10.110 6.203 0.0 0.1 -1.1
C 2.061 12.895 8.322 0.3 -1.4 -1.6
C 5.347 12.791 7.151 -2.0 -1.4 -2.4
C 6.172 14.644 8.321 0.5 1.4 -0.1
H 6.688 12.637 8.882 -0.7 0.6 -1.3
H 0.490 9.124 6.471 0.0 -0.5 0.2
H 1.872 10.609 10.767 -0.2 -0.5 0.0
H -1.051 13.356 4.046 -0.2 0.7 0.1
H 0.917 9.312 8.832 0.0 0.1 -0.1
H -1.129 12.161 2.757 -0.2 0.0 0.1
H 2.452 12.930 10.367 0.4 0.8 1.2
H -1.297 10.539 5.667 1.6 0.0 0.0
H 2.481 13.879 8.074 -0.5 -0.3 0.4
H 1.665 10.037 5.489 -0.5 -0.3 0.6
H -2.160 11.947 4.230 -0.2 0.3 -0.2
H 5.431 16.630 7.765 -0.3 -1.5 -0.7
H 6.880 16.072 9.367 0.1 0.1 0.1
```
Forces are in eV/Å.



No. 4
One molecule with the formula C15H13NO5S2 at a distorted geometry. Source: the OMol25 dataset; level of theory: ωB97M-V with the def2-TZVPD basis set.

As for the structure (SMILES): O=C(NCc1ccc2c(c1)OCO2)c1cc2c(s1)CS(=O)(=O)C2. Its orbital gap is 0.2913 hartree. Its energy relative to the best compared isomer or geometry (same formula, charge and spin) is 0.0 kJ/mol.

The geometry in XYZ format:
```
36
Properties=species:S:1:pos:R:3:forces:R:3
S 3.828 0.089 -0.055 0.3 0.0 -0.1
S 0.248 -1.524 -1.443 0.4 0.0 0.6
O 5.249 0.105 -0.237 0.1 -0.3 -0.1
O 3.190 1.312 0.337 -0.4 0.0 0.1
O -0.183 2.146 1.610 -0.4 -0.3 0.1
O -1.959 -2.634 1.625 0.0 0.2 0.1
O -0.124 3.366 -0.345 -0.4 0.0 -0.3
N -2.570 -1.987 -0.469 -0.1 -0.6 -0.3
C 0.517 3.150 0.899 1.2 0.6 0.4
C -0.234 -2.146 0.112 0.7 0.2 -0.1
C -2.018 0.643 0.931 0.2 0.3 0.1
C -1.142 1.683 0.758 -0.1 0.1 -0.5
C -3.585 -1.002 -0.099 0.0 0.2 0.1
C 1.997 -1.621 0.445 -0.4 -0.1 -0.7
C 2.962 -0.585 -1.552 0.5 0.2 0.5
C -1.110 2.427 -0.427 -0.1 -0.4 0.3
C 0.807 -2.124 1.004 -0.4 -0.2 -0.2
C -2.850 1.085 -1.296 -0.2 -0.1 0.2
C -1.978 2.162 -1.458 0.4 0.2 0.1
C 3.295 -1.281 1.062 0.3 0.5 -0.5
C 1.849 -1.260 -0.875 -0.9 -0.5 0.2
C -2.872 0.329 -0.136 -0.2 0.1 -0.1
C -1.647 -2.315 0.497 -0.1 -0.3 -0.1
H 0.691 -2.438 2.025 -0.1 0.0 0.2
H -2.178 -1.795 -1.384 -0.1 0.1 0.2
H 1.555 2.821 0.731 -0.4 0.1 0.0
H -4.408 -1.053 -0.812 0.0 0.0 0.1
H -3.515 0.829 -2.107 -0.1 -0.1 -0.1
H -1.964 2.745 -2.363 0.0 0.1 -0.1
H 4.056 -2.052 0.970 0.1 -0.1 0.0
H 0.508 4.083 1.480 -0.1 -0.2 -0.1
H -2.026 0.069 1.842 0.0 -0.1 0.2
H 3.213 -0.936 2.088 0.1 0.2 0.0
H -3.939 -1.253 0.901 -0.1 0.0 -0.1
H 3.674 -1.251 -2.034 0.0 0.0 -0.1
H 2.662 0.213 -2.225 0.1 0.2 0.1
```
Forces are in eV/Å.



No. 5
One molecule with the formula C15H14BClO3 at a distorted geometry. Source: the OMol25 dataset; level of theory: ωB97M-V with the def2-TZVPD basis set.

As for the structure (SMILES): Clc1ccc(OC[C@H]2COB(c3ccccc3)O2)cc1. Its orbital gap is 0.3418 hartree. Its energy relative to the best compared isomer or geometry (same formula, charge and spin) is 0.0 kJ/mol.

The geometry in XYZ format:
```
34
Properties=species:S:1:pos:R:3:forces:R:3
Cl 0.275 -0.290 4.448 0.4 0.4 -0.3
O -0.288 -0.416 -2.950 0.2 -1.0 2.1
O -0.237 3.325 -0.271 0.2 -1.0 1.4
O -0.930 0.595 -0.917 0.5 -2.4 -0.3
C -0.101 -1.859 -0.739 0.4 1.2 -1.6
C -0.836 1.682 2.982 -0.5 -0.2 0.6
C -0.636 0.903 -3.223 -0.7 1.1 -1.6
C 0.196 -2.984 1.373 0.1 1.1 -0.4
C 0.433 -2.969 -1.406 -0.6 0.0 0.6
C -0.019 2.485 0.867 0.2 -0.2 -0.3
C 1.144 1.702 1.047 -0.7 1.1 -0.3
C 0.081 2.706 -1.497 -0.3 -0.8 -0.6
C -0.931 1.592 -1.867 -0.7 2.1 -1.0
C 0.290 0.887 3.140 -0.9 -0.2 0.0
C 0.757 -4.099 -0.678 0.5 -0.2 -0.7
C -1.028 2.422 1.838 0.9 0.9 -0.9
C 0.664 -4.093 0.696 -0.4 -0.6 0.9
C -0.134 -1.826 0.635 -0.7 -0.9 1.2
C 1.266 0.899 2.174 0.5 0.2 -0.1
B -0.481 -0.563 -1.574 0.5 -0.6 0.9
H 0.097 3.427 -2.317 -0.2 0.4 0.4
H 0.864 -5.007 1.260 0.1 0.3 -0.2
H -1.507 0.838 -3.928 0.5 0.6 0.7
H 0.514 -2.921 -2.475 0.1 -0.2 -0.3
H 1.089 2.303 -1.461 0.2 -0.3 -0.1
H 0.091 -2.978 2.449 0.1 0.0 0.0
H 2.152 0.312 2.325 0.2 -0.3 -0.1
H 0.184 1.391 -3.765 -0.1 0.0 0.1
H -1.601 1.686 3.759 0.1 -0.1 -0.2
H 1.102 -5.003 -1.165 0.0 0.1 -0.1
H -0.559 -0.964 1.146 0.2 -0.1 -0.1
H 1.938 1.750 0.305 -0.1 -0.2 0.3
H -1.905 3.028 1.667 -0.2 0.0 0.2
H -1.944 2.039 -1.882 0.5 0.0 0.0
```
Forces are in eV/Å.



No. 6
C15H14BiClNO2 as an isolated structure at a distorted geometry. Source: the OMol25 dataset; level of theory: ωB97M-V with the def2-TZVPD basis set.

As for the net charge: -1. Its orbital gap is 0.2329 hartree.

The geometry in XYZ format:
```
34
Properties=species:S:1:pos:R:3:forces:R:3
Bi 0.327 0.350 -1.328 2.5 -2.3 -0.5
Cl -0.625 0.796 7.424 -0.1 0.2 0.7
O -0.319 0.474 0.841 0.7 -0.9 0.9
O 0.739 -1.520 1.233 -0.8 1.3 0.5
N 2.290 0.995 -1.529 -1.6 0.6 0.9
C -0.864 1.337 4.788 0.2 -0.6 0.2
C -0.346 -1.455 -3.814 0.2 -0.5 0.6
C -0.473 2.218 -3.194 -1.7 1.8 -1.4
C -0.053 -2.561 -1.807 0.0 0.2 -0.9
C 1.055 -1.500 -3.543 -0.6 -0.1 0.6
C -1.693 1.954 -2.689 0.9 0.8 -1.0
C 0.166 -0.802 5.397 -0.3 0.5 -0.1
C -0.695 1.008 3.442 0.0 -0.2 0.3
C 1.242 -2.186 -2.299 -0.9 0.3 -0.2
C -0.107 -0.209 3.060 0.1 0.1 0.7
C -0.442 0.415 5.763 0.4 -0.4 -1.5
C 0.331 -1.105 4.042 -0.3 0.4 0.2
C 0.538 2.694 -3.914 -0.1 -0.7 0.9
C 0.142 -0.501 1.604 0.0 0.3 -0.9
C -1.028 -2.117 -2.751 0.8 -0.2 -0.1
H -0.242 -3.105 -0.887 0.0 0.2 -0.2
H -2.097 2.459 -1.799 0.5 -0.1 -0.4
H -2.399 1.260 -3.166 0.7 -0.1 0.3
H 1.843 -1.091 -4.170 -0.1 0.0 0.2
H -0.805 -1.028 -4.701 0.1 0.0 0.1
H -1.299 2.292 5.085 0.1 -0.3 -0.1
H -2.097 -2.302 -2.694 0.2 0.1 0.1
H 1.573 2.360 -3.712 -0.6 0.0 0.0
H -1.017 1.706 2.671 0.1 -0.2 0.1
H 0.400 3.447 -4.709 -0.2 -0.4 0.6
H 2.191 -2.397 -1.815 -0.2 0.1 -0.1
H 0.512 -1.489 6.169 -0.1 0.2 -0.2
H 0.802 -2.035 3.725 -0.1 0.2 0.1
H 2.448 1.639 -0.725 0.2 -0.4 -0.4
```
Forces are in eV/Å.



| no. | calculated total energy (Ha) |
| --- | --- |
| 1 | -4160.38767 |
| 2 | -4342.66292 |
| 3 | -2280.31478 |
| 4 | -1806.70686 |
| 5 | -1290.83493 |
| 6 | -1459.92672 |